Density functional theory data (wB97M-V/def2-TZVPD) for a cluster of 10 separate species, C24H69NO17 in total at a distorted geometry.

Relative energy (zero: lowest compared OMol25 entry of this formula, charge and spin) (eV): 0.0000
Orbital gap (eV): 9.07
Strongest force on any atom (eV Å⁻¹): 10.9
E_LUMO (eV): -0.275
Structure (SMILES): COCCNCCOC.OCCO.OCCO.OCCO.OCCO.OCCO.OCCO.CCO.CCO.CCO
Energy (eV): -62293.088

XYZ file:
```
111
Properties=species:S:1:pos:R:3:forces:R:3:mulliken_charge:R:1
O -0.033027 3.337486 -2.656228 -0.652 0.101 -1.782 -0.547
O -3.369249 -1.200324 0.287822 -1.059 1.141 -1.471 -0.670
O -1.931035 4.734729 4.012256 0.593 1.064 0.052 -0.681
O -6.059298 2.510725 1.134178 -0.374 -0.166 -0.309 -0.591
O -2.450464 0.587540 -1.329238 0.507 1.607 0.756 0.085
O -3.728575 0.435446 2.887808 1.785 -1.354 -0.403 -0.573
O 0.249440 -2.269179 0.300367 -2.856 -0.599 -3.647 -0.188
O 1.865682 -4.888619 -1.380256 -0.443 -1.232 1.246 -0.684
O 5.348247 -5.639480 -4.291185 -0.968 0.174 0.229 -0.398
O -1.629470 -0.016642 -4.656898 -0.203 -1.148 -1.014 -0.541
O -2.475056 3.846526 -0.158918 -0.144 0.485 2.328 -0.456
O 1.493649 0.061392 -3.010760 0.891 10.705 1.665 -0.458
O 2.964117 0.691956 1.677773 -2.135 -0.832 -1.961 -0.692
O 0.525602 5.403206 3.031577 -0.766 0.098 -0.160 -0.615
O -2.686052 -4.482798 -0.705805 -0.067 -0.455 0.944 -0.649
O 0.856464 -0.844581 2.403720 2.335 -1.739 -0.670 -0.649
O -1.628370 1.496445 1.358228 1.445 -0.340 -0.300 2.266
N 2.638097 -3.291431 -3.353024 -0.944 -0.098 -0.159 -0.128
C 0.686754 4.543286 1.920519 0.153 1.080 -2.200 0.858
C 1.160980 -3.269552 0.073089 1.223 3.102 2.020 -0.464
C 0.717690 -4.177642 -0.888764 -1.004 -5.491 -2.158 -0.381
C -0.207157 -0.007953 2.467925 -1.672 -0.434 1.674 -1.029
C -2.772877 2.813893 5.113524 -0.563 -0.868 0.752 -1.679
C -4.857368 1.191974 2.657792 -0.864 -0.584 3.391 -0.242
C -2.259589 0.008694 -2.568514 -1.779 -3.029 2.006 0.205
C 1.426968 -1.153753 -3.181142 -2.857 -8.859 -3.191 0.319
C -1.757636 0.861184 -3.600751 0.087 2.297 -0.516 -0.702
C -0.398532 0.758927 1.182673 -1.359 -0.477 0.827 1.849
C -2.715205 -3.099821 -0.929841 0.698 -0.945 -2.071 -0.009
C -1.891530 3.845154 -1.428126 -1.354 3.211 0.557 -0.669
C 3.793410 0.429159 2.766903 2.965 2.278 -3.021 -0.163
C -5.218867 1.393571 1.292963 1.860 2.283 -1.392 -0.310
C 3.060779 0.559199 3.950619 -0.869 -0.101 4.286 -1.390
C 3.927950 -3.898977 -3.227203 1.948 0.560 0.661 -0.590
C 6.294231 -5.943517 -3.293532 -0.685 -0.437 0.247 -0.636
C 1.360302 0.494433 -1.682708 1.359 -0.758 0.319 -0.041
C 1.753953 3.558210 2.285331 0.506 2.920 1.070 -0.973
C -2.865484 -2.496633 0.349590 1.243 1.214 5.633 0.039
C 4.011636 -5.312929 -3.788864 0.809 0.754 -2.417 -0.586
C -0.448603 3.734245 -1.380138 2.673 0.727 -0.815 1.015
C 2.727208 -1.852584 -3.353254 0.566 -0.024 1.466 -1.440
C -2.127530 3.381188 3.924149 -0.507 -2.465 -2.447 1.546
H 3.750232 0.322881 4.732625 0.607 -0.467 0.859 0.491
H 0.326134 0.274616 -1.387934 0.623 -0.349 0.673 -0.105
H -0.785047 1.271007 -3.376272 0.329 0.206 0.492 0.042
H -5.679556 0.666116 3.153517 0.034 -0.004 0.257 0.386
H -1.014141 -0.748092 2.715734 -0.233 1.308 -0.401 0.207
H -2.173123 4.582487 0.420083 -0.275 -0.601 -0.809 0.251
H -2.405661 1.747607 -3.787885 0.006 -0.558 -0.194 0.483
H 0.007977 0.567973 3.378098 -0.944 0.877 -0.248 0.282
H -2.279945 -4.917495 -1.431657 0.517 -0.563 -0.966 0.380
H 4.667082 -3.261655 -3.810302 -0.280 -0.845 0.783 0.451
H 2.275784 0.102724 -1.137565 -1.600 -0.417 0.332 0.074
H 0.006056 -4.957172 -0.484413 0.707 0.776 -0.123 0.341
H -2.943296 0.799551 2.419148 -0.617 0.276 0.283 -0.382
H 2.236560 -3.498965 -4.260764 -0.089 -0.468 0.033 0.242
H -3.408879 -2.992460 1.155963 -1.204 -1.075 -1.044 0.468
H 6.587291 -5.051706 -2.770477 0.185 0.582 0.514 0.248
H 5.755914 -6.611491 -2.595679 0.938 -0.125 0.064 0.313
H -2.186169 4.823721 -1.919953 0.109 -1.425 -0.260 0.290
H 3.513166 -5.227397 -4.777459 -0.309 -0.361 0.614 0.269
H 1.004513 5.035391 0.976515 -0.206 0.601 0.613 0.283
H -2.893727 1.702373 5.121988 0.263 0.943 -0.241 0.257
H -1.838767 -2.721095 -1.506696 -0.281 -0.276 0.644 -0.191
H 2.189357 -4.304466 -2.065309 0.050 0.498 -0.706 0.328
H 1.597176 -0.268845 2.209636 0.744 -0.102 -0.413 0.094
H -3.163827 -0.687024 1.061344 0.004 0.089 0.905 0.126
H 4.128587 -3.857016 -2.119536 0.475 -0.074 -1.041 0.298
H 1.155456 6.117373 3.026377 0.316 0.285 -0.082 0.352
H -1.965825 -2.448403 0.999658 0.593 -0.084 -1.335 -0.223
H -3.253657 -0.495970 -2.794646 1.153 0.503 -0.673 0.383
H 7.217151 -6.359250 -3.737779 -0.747 -0.143 0.098 0.242
H 2.679523 1.478902 4.327077 -0.340 1.282 -0.694 0.287
H 2.135605 -2.908427 -0.220480 0.550 0.589 -0.425 0.286
H -3.567517 -2.887155 -1.528381 -1.018 0.526 -0.686 0.510
H 2.279247 -0.151025 4.086525 -0.608 -0.753 -0.177 0.357
H -1.513909 0.504180 -5.424501 0.281 0.517 -1.447 0.340
H 1.529479 1.537757 -1.571506 -0.179 1.172 -0.614 0.238
H -5.597535 0.517568 0.941406 -1.952 -2.151 -1.396 0.535
H 3.337682 1.182033 0.939892 0.387 -0.336 0.319 0.310
H 0.473641 1.387228 0.991570 -0.092 0.263 -0.017 -0.348
H 0.881587 3.536565 -2.712199 1.233 0.135 -0.472 0.340
H 0.672957 -1.669935 -2.525120 0.753 -0.029 -0.171 -0.279
H 0.218976 4.602446 -1.105897 -1.341 -0.376 0.339 0.340
H 3.451286 -1.372486 -2.703529 0.405 -0.711 0.767 0.555
H -2.234444 3.149260 5.973272 0.435 -0.025 0.827 0.478
H -0.503915 0.020735 0.379049 -0.043 0.292 0.032 -0.529
H 0.237875 -3.864725 -1.786796 -0.684 1.444 -0.404 0.106
H 4.315347 -0.520286 2.764939 -0.014 -0.395 -0.616 0.256
H -1.237645 2.756870 3.757065 0.490 0.623 -0.196 -0.289
H -0.172790 2.889909 -0.837639 0.292 -1.260 2.288 -0.599
H -4.754159 2.107674 3.203451 -0.024 1.139 0.230 0.125
H -5.711283 3.212767 1.695745 -0.001 -0.035 -0.128 0.356
H 2.568633 4.063088 2.878644 -0.902 -0.483 -0.580 0.394
H 3.061864 -1.608448 -4.305247 0.939 0.986 -1.939 0.520
H -3.731993 3.260244 5.167912 -1.283 0.288 0.408 0.411
H -0.340267 4.168849 1.630154 1.178 -0.314 0.761 -0.656
H 1.043224 -1.218298 -4.216810 -0.874 -0.770 0.165 0.239
H -1.125800 4.943287 3.510654 -0.278 0.412 0.512 0.332
H 2.174424 2.981407 1.561323 0.992 -1.307 -2.415 0.186
H 3.523710 -6.081053 -3.195052 0.320 -0.186 0.257 0.355
H -2.776870 3.139589 3.022162 0.592 0.243 0.684 -0.464
H 1.192731 2.958064 2.861624 -1.070 -2.804 2.805 0.166
H -1.511164 -0.795946 -2.471520 -0.150 -0.179 -0.143 -0.270
H -1.707695 2.022726 0.558740 -0.804 0.407 -0.245 -0.966
H -2.853652 -0.104416 -0.767531 0.022 0.085 0.163 0.141
H -2.284501 2.944361 -1.800002 -0.515 -0.810 -1.456 0.027
H 4.511845 1.250031 2.572501 0.655 -0.612 1.345 0.403
H -4.266942 1.464635 0.764314 0.154 0.678 -0.628 0.112
H 0.517374 -1.679078 0.934996 1.406 1.886 2.759 0.089
H 1.306074 -3.656364 1.029171 0.695 -1.800 1.533 0.566
```
Positions in Å, forces in eV/Å.

Density functional theory data (wB97M-V/def2-TZVPD) for a cluster of 8 separate species, C24H69O29P7 in total at a distorted geometry.

Relative energy (zero: lowest compared OMol25 entry of this formula, charge and spin) (eV): 17.1976
Orbital gap (eV): 7.13
Strongest force on any atom (eV Å⁻¹): 11.6
E_LUMO (eV): -2.361
Structure (SMILES): COP(=O)(OC)OC.COP(=O)(OC)OC.COP(=O)(OC)OC.COP(=O)(OC)OC.COP(=O)(OC)OC.COP(=O)(OC)OC.COP(=O)(OC)OC.CC(C)=O
Energy (eV): -150402.165

XYZ file:
```
129
Properties=species:S:1:pos:R:3:forces:R:3:mulliken_charge:R:1
P 5.946504 0.461822 0.518217 2.850 -3.338 3.171 0.715
P 1.551504 2.406822 0.540217 0.430 1.127 0.489 -1.573
P -0.505496 -1.135178 1.969217 -1.240 2.075 -0.975 -0.346
P -4.265496 0.434822 -2.926783 2.126 -1.427 -0.714 0.594
P -2.601496 -4.702178 0.209217 3.205 0.023 4.228 0.164
P -0.617496 5.533822 -1.921783 -0.230 1.830 5.048 0.754
P 2.908504 -5.719178 -0.569783 -1.175 1.361 -0.821 0.784
O -2.249496 -4.373178 -1.286783 -1.012 -1.399 -0.555 -0.385
O 0.154504 0.093822 2.396217 0.283 0.415 0.776 -0.360
O -4.094496 -4.602178 0.744217 -1.129 -0.987 -1.001 -0.481
O -4.432496 0.061822 -4.345783 -1.109 0.210 1.139 -0.790
O -5.190496 -0.402178 -1.847783 0.873 -0.798 -6.076 -0.352
O 4.488504 -5.263178 -0.565783 -3.266 -0.765 -3.053 -0.384
O -1.218496 4.735822 -0.608783 4.454 2.563 0.257 -0.001
O -0.099496 -2.390178 2.847217 -0.716 0.555 -0.087 -0.071
O -1.961496 -6.185178 0.696217 0.060 1.537 -3.811 -0.239
O 2.699504 1.526822 0.317217 -0.449 -0.348 0.650 -0.249
O -4.951496 3.404822 3.390217 2.078 0.113 0.372 -0.572
O -2.208496 -0.835178 2.028217 2.504 0.406 -0.907 -0.127
O 2.045504 -4.694178 -1.193783 0.640 -0.242 -0.737 -0.346
O 1.613504 3.243822 1.975217 0.860 -2.792 -1.416 -0.340
O 6.262504 0.182822 1.969217 -1.736 -0.196 -2.091 -0.774
O 5.810504 1.950822 0.268217 -0.481 2.480 -1.639 -0.228
O -0.004496 -1.441178 0.438217 -2.087 1.318 0.868 0.960
O 0.682504 6.467822 -1.472783 -0.475 -5.805 0.075 -0.338
O 1.672504 3.669822 -0.433783 -0.290 1.068 -0.671 0.678
O 0.083504 1.761822 0.204217 2.219 3.164 2.602 2.347
O -1.653496 6.422822 -2.325783 -2.624 2.327 -1.827 -0.893
O -0.229496 4.529822 -2.986783 0.717 -1.934 -1.719 0.037
O -2.774496 0.052822 -2.465783 -1.191 0.775 0.471 0.017
O 2.507504 -7.175178 -1.284783 2.479 0.808 6.652 -0.400
O 7.326504 0.146822 -0.288783 0.072 -2.138 0.041 -0.471
O 4.814504 -0.438178 -0.199783 0.722 1.744 1.811 0.449
O -4.128496 2.010822 -2.662783 -0.328 -0.286 0.589 0.011
O 2.551504 -5.804178 0.950217 -0.255 -1.445 1.386 -0.318
O -1.851496 -3.783178 1.068217 0.712 1.113 0.188 0.469
C 7.833504 -1.297178 -0.177783 -2.636 0.722 3.841 -0.581
C 1.280504 -1.934178 0.250217 1.713 -5.543 0.974 -0.841
C -2.391496 4.012822 -0.587783 5.328 -4.106 -3.894 -0.376
C 0.676504 7.801822 -1.741783 -4.012 0.609 2.944 -0.882
C 0.827504 4.322822 2.226217 -2.150 3.485 -0.348 -0.339
C -0.600496 4.837822 -4.356783 -0.097 0.425 -2.024 -0.677
C 2.908504 4.037822 -1.033783 2.702 4.314 6.614 -0.904
C 4.437504 -0.275178 -1.546783 -1.574 1.863 -0.911 -0.466
C -2.744496 4.352822 3.282217 -1.127 -7.737 -1.181 -1.256
C -2.554496 0.651822 2.064217 -0.412 -3.913 3.058 -1.124
C -0.861496 -2.790178 3.953217 -3.931 -6.287 -2.993 -0.814
C 1.218504 -6.055178 1.544217 -1.483 -2.148 -1.397 -0.091
C -2.437496 -6.962178 1.716217 2.532 -1.456 1.228 -1.172
C -0.110496 1.411822 -1.124783 4.232 2.011 -2.125 -0.811
C -4.026496 4.011822 3.947217 -4.839 0.617 -0.628 0.549
C -5.297496 -0.031178 -0.588783 2.315 3.503 2.049 -0.677
C -0.870496 -4.422178 -1.761783 1.978 -0.610 0.589 -0.308
C 5.221504 -4.906178 0.621217 -1.614 1.120 -1.629 -0.721
C -2.333496 -1.276178 -2.582783 -8.370 -1.893 5.261 -1.480
C 2.283504 -7.192178 -2.609783 2.348 -2.324 -0.785 -0.718
C -4.449496 4.679822 5.325217 5.706 -0.424 -2.671 -1.124
C -4.789496 -3.325178 0.529217 8.798 1.320 -5.214 -0.738
C -4.180496 2.856822 -3.831783 -4.275 4.209 3.286 -0.820
C 5.873504 2.886822 1.331217 1.936 -4.314 3.717 -1.139
H 2.426504 -8.198178 -3.008783 0.668 0.182 -0.110 0.230
H 1.483504 8.228822 -1.239783 0.830 1.024 1.412 0.251
H -1.500496 -1.231178 -2.915783 10.244 0.535 -5.491 0.988
H 5.293504 -0.574178 -2.095783 0.848 0.475 -1.231 0.459
H -2.310496 3.590822 -1.580783 -1.952 -0.495 -0.422 -0.171
H 3.882504 0.776822 -1.912783 1.881 -2.663 1.441 -0.105
H -0.195496 4.090822 2.219217 -1.671 -1.058 0.346 -0.117
H -2.009496 3.919822 3.863217 1.927 -0.628 2.082 0.570
H 4.913504 -5.792178 0.993217 1.270 -2.555 3.864 0.608
H -2.264496 3.172822 0.033217 0.566 -1.178 1.093 -0.167
H 0.735504 5.148822 1.485217 1.212 -0.650 -0.406 0.187
H 6.183504 -4.717178 0.232217 1.288 -0.124 0.382 0.159
H -5.284496 2.754822 -4.167783 1.978 1.165 0.214 0.358
H -5.410496 1.032822 -0.669783 -0.297 0.845 1.476 0.446
H -1.870496 -7.867178 2.140217 0.017 1.582 -1.394 0.247
H -4.488496 -0.299178 0.055217 1.714 0.189 0.002 -0.133
H -2.695496 -6.368178 2.488217 0.013 2.247 3.354 0.453
H -3.608496 0.717822 2.059217 -1.179 -0.299 -0.065 0.680
H -3.596496 2.578822 -4.541783 3.582 -2.878 -4.509 0.490
H 4.754504 -4.059178 1.088217 0.052 0.463 0.345 0.203
H -0.221496 -3.616178 -1.330783 -0.980 -0.736 0.165 -0.035
H -4.038496 -2.447178 0.756217 -1.640 -1.691 0.620 0.052
H -3.184496 4.434822 -0.269783 -5.578 3.833 1.434 0.942
H 3.743504 -1.070178 -1.690783 -0.916 -0.378 -0.277 0.200
H 3.912504 3.979822 -0.381783 -2.519 -0.853 -0.814 -0.236
H -0.866496 -2.409178 4.897217 0.234 2.650 1.960 0.450
H 0.446504 -5.375178 1.101217 1.013 0.109 0.872 -0.152
H 8.705504 -1.303178 -0.695783 2.082 -0.128 -2.277 0.355
H -2.196496 1.051822 2.981217 0.354 0.183 0.891 0.504
H 1.119504 -3.050178 0.655217 1.000 1.858 -1.018 -0.165
H -0.402496 8.090822 -1.542783 1.516 0.936 0.506 0.330
H 2.140504 -1.605178 0.866217 -0.874 0.951 -0.233 0.326
H -2.167496 1.202822 1.338217 1.954 1.832 -3.577 -0.042
H 2.904504 -6.440178 -2.901783 1.359 1.672 -2.934 0.392
H -0.846496 -4.239178 -2.835783 -0.577 -0.273 0.038 0.427
H -0.229496 3.918822 -4.960783 -0.728 1.807 0.950 0.220
H -3.767496 5.597822 5.295217 -1.866 -0.548 0.769 0.306
H -0.332496 -5.423178 -1.539783 -1.263 1.623 -0.244 0.065
H 0.734504 -7.107178 1.182217 1.748 2.083 0.859 0.192
H -0.077496 5.820822 -4.693783 -0.720 -1.883 0.535 0.263
H 6.698504 2.658822 2.140217 -0.878 0.605 -2.284 0.292
H -6.001496 -0.465178 -0.029783 -3.926 -1.686 1.155 0.588
H -1.979496 -3.275178 3.606217 2.427 2.599 0.666 0.107
H -0.173496 2.261822 -1.903783 0.496 -1.055 1.421 -0.170
H -2.566496 5.293822 3.284217 1.087 6.339 -0.753 0.862
H -2.494496 3.676822 2.388217 -1.149 1.729 0.495 -0.060
H -2.984496 -1.993178 -3.105783 0.073 0.578 0.113 0.427
H -5.478496 4.622822 5.446217 -1.606 0.532 0.263 0.379
H -3.667496 4.024822 -3.742783 -2.222 -3.115 0.969 0.031
H 5.055504 2.721822 1.950217 -1.949 -0.634 1.065 0.370
H 3.136504 5.080822 -1.364783 -1.951 -0.027 0.662 0.247
H 1.297504 -6.082178 2.671217 0.123 0.413 -1.551 0.270
H -0.980496 0.989822 -1.066783 -5.100 -2.762 -0.444 0.383
H -2.022496 -1.680178 -1.596783 -1.174 0.112 0.181 0.254
H 5.738504 3.840822 1.098217 0.376 3.968 -2.078 0.575
H 1.667504 -2.147178 -0.799783 -1.273 1.009 0.993 0.169
H 8.235504 -1.683178 0.923217 -1.703 1.555 -2.352 0.199
H -5.709496 -3.225178 0.819217 -5.002 -0.195 2.267 0.691
H 0.932504 4.919822 3.146217 1.061 -1.104 0.204 0.464
H -1.744496 5.038822 -4.526783 2.218 -0.654 0.758 0.241
H 6.984504 -1.938178 -0.514783 1.094 0.234 0.080 0.169
H -3.890496 3.973822 5.923217 -0.205 -0.049 1.230 0.312
H -0.617496 -3.844178 4.180217 1.207 0.286 -0.195 0.284
H 3.040504 3.570822 -1.838783 1.091 -4.557 -6.329 0.726
H 0.668504 0.668822 -1.329783 -0.210 0.130 -0.776 0.183
H -3.347496 -7.259178 1.505217 -4.584 -2.456 -1.662 0.566
H 1.329504 -7.004178 -2.699783 -5.122 1.483 -1.416 0.276
H -4.699496 -3.263178 -0.612783 -1.141 0.279 1.282 0.304
H 0.764504 8.043822 -2.690783 0.792 0.659 -5.044 0.395
```
Positions in Å, forces in eV/Å.

Question: Which value of E_LUMO does entry 1 give?
Answer: -0.275 eV